119
Properties=species:S:1:pos:R:3:forces:R:3:lowdin_charge:R:1 method="wB97M-V/def2-TZVPD" homo_energy_ev=-7.3 lumo_ev=-0.4 multiplicity=1
C -3.4182 6.9759 -0.4802 -0.572 -0.938 -0.622 -0.189
C -3.8171 5.6043 -1.1887 0.398 0.189 0.194 -0.418
P -2.6919 5.4707 -2.7180 0.915 0.099 0.742 0.947
C -3.7135 5.7054 -4.2763 -0.472 0.073 -0.287 -0.297
C -1.9969 3.7315 -2.5996 0.014 -2.295 -0.302 -0.352
C -2.6827 2.6643 -1.8599 1.358 -1.356 -0.499 -0.072
C -2.1438 1.2810 -1.7116 1.235 2.584 -1.541 0.008
C -0.8618 1.0085 -2.3624 -0.524 1.173 0.046 -0.074
C -0.1903 2.0667 -3.1228 -0.568 0.534 0.307 -0.067
C -0.7256 3.4266 -3.2633 -1.315 -2.021 1.378 -0.014
C 1.1635 1.7655 -3.8422 -0.793 -0.035 0.412 -0.316
O 1.4878 2.4720 -4.7764 0.313 -0.620 0.643 0.074
C 1.9964 0.5679 -3.3317 -1.254 0.620 0.165 0.023
C 1.3543 -0.3905 -2.6251 0.119 -0.231 -0.011 0.004
C -0.1588 -0.3794 -2.2897 0.134 1.377 -0.574 -0.299
O -0.7704 -1.3924 -2.0073 0.591 0.526 0.044 0.059
H -2.3743 6.8376 -0.0974 -0.970 0.402 -0.247 0.067
H -3.4484 7.7815 -1.2565 0.065 -0.405 0.927 0.052
H -4.1473 7.1620 0.3535 0.824 0.081 -0.689 0.066
H -3.5729 4.7965 -0.4400 -0.365 0.584 -0.999 0.045
H -4.8945 5.5520 -1.4907 0.823 0.108 0.405 0.071
H -3.6779 4.8190 -4.9587 -0.265 0.616 0.699 0.036
H -3.3084 6.5869 -4.8492 -0.304 -0.865 0.796 0.004
H -4.7675 5.9807 -3.9812 0.960 -0.514 -0.437 0.041
H -3.6667 2.8650 -1.3682 1.154 -0.100 -0.555 0.089
H -2.6924 0.5191 -1.1129 0.580 0.677 -0.663 0.107
H -0.1935 4.2035 -3.8576 -0.393 -0.852 0.602 0.109
H 3.0877 0.5594 -3.5492 -1.057 -0.142 0.160 0.121
H 1.9505 -1.2620 -2.2633 -0.823 0.784 -0.342 0.094
C 5.3667 -0.5675 0.7868 0.036 0.187 0.030 -0.250
S 4.6316 -1.6094 -0.4826 0.164 0.082 0.141 0.803
O 3.9806 -0.7089 -1.4788 0.220 -0.195 0.245 -0.550
C 3.3259 -2.2924 0.5576 -0.131 0.024 0.007 -0.262
H 6.1910 -0.0129 0.3374 -0.002 -0.150 -0.120 0.040
H 4.6222 0.1320 1.1703 -0.076 -0.076 -0.073 0.061
H 5.7489 -1.1929 1.5949 -0.008 -0.049 -0.067 0.057
H 2.7077 -1.4861 0.9548 0.052 0.032 -0.051 0.059
H 3.7723 -2.8619 1.3738 0.041 0.015 -0.046 0.052
H 2.7107 -2.9550 -0.0515 0.069 0.037 -0.033 0.050
C -1.4137 9.6250 -6.3850 -0.053 0.036 -0.131 -0.272
S -1.8201 9.8102 -4.6383 -0.005 -0.095 0.102 0.796
O -3.1657 9.2062 -4.4276 0.136 0.150 -0.143 -0.565
C -2.0330 11.6002 -4.6822 -0.078 0.103 -0.084 -0.275
H -1.2747 8.5649 -6.5937 -0.012 0.025 0.116 0.049
H -2.2275 10.0125 -6.9997 -0.027 0.000 0.081 0.057
H -0.4888 10.1607 -6.6028 -0.006 -0.019 0.060 0.052
H -2.8080 11.8646 -5.4031 -0.002 -0.077 0.012 0.057
H -1.0881 12.0722 -4.9549 0.006 -0.058 0.024 0.051
H -2.3313 11.9349 -3.6893 0.025 -0.118 -0.012 0.049
C -2.3491 -4.1449 -1.4896 -0.010 -0.026 -0.098 -0.273
S -4.0316 -4.7061 -1.1826 0.125 0.018 0.019 0.813
O -3.9487 -6.1042 -0.6667 0.005 0.011 -0.197 -0.571
C -4.5196 -4.7981 -2.9157 -0.009 -0.058 -0.101 -0.271
H -1.8371 -4.0543 -0.5327 -0.109 0.004 -0.001 0.053
H -1.8237 -4.8685 -2.1148 -0.085 -0.051 0.025 0.060
H -2.3716 -3.1713 -1.9791 0.002 -0.009 0.079 0.031
H -3.8582 -5.4805 -3.4519 0.034 0.008 0.078 0.051
H -4.4737 -3.8030 -3.3597 0.009 -0.005 0.060 0.054
H -5.5427 -5.1697 -2.9657 0.041 0.021 0.101 0.048
C 7.1693 -1.9002 -3.3788 -0.051 -0.001 -0.171 -0.256
S 8.2227 -1.8459 -1.9196 -0.103 -0.110 -0.084 0.776
O 8.1900 -0.4463 -1.3960 -0.012 -0.077 -0.066 -0.566
C 9.7792 -2.0575 -2.8016 0.125 0.003 -0.090 -0.263
H 6.1370 -1.7483 -3.0629 0.065 0.041 0.079 0.025
H 7.4568 -1.1093 -4.0734 0.050 0.059 0.125 0.062
H 7.2622 -2.8758 -3.8562 0.037 -0.024 0.147 0.036
H 9.9027 -1.2576 -3.5331 -0.078 0.032 0.061 0.057
H 9.7836 -3.0282 -3.2989 -0.107 -0.008 0.075 0.048
H 10.5930 -2.0168 -2.0780 -0.101 0.027 0.040 0.048
C -1.7529 0.8787 2.4629 0.114 -0.095 0.044 -0.257
S -3.1686 1.8282 1.8807 -0.110 -0.173 0.297 0.806
O -2.6406 2.9498 1.0607 0.094 0.234 0.056 -0.561
C -3.6328 2.4899 3.4864 -0.094 0.004 0.070 -0.266
H -1.2821 0.4029 1.6023 -0.089 0.085 -0.054 0.040
H -1.0357 1.5412 2.9494 -0.075 0.060 -0.028 0.060
H -2.0924 0.1120 3.1613 -0.085 0.086 0.022 0.044
H -2.8001 3.0527 3.9109 0.040 -0.031 -0.094 0.061
H -3.9095 1.6675 4.1497 0.078 0.051 -0.090 0.008
H -4.4875 3.1532 3.3521 0.056 -0.027 -0.155 0.051
C -2.7280 -1.8273 7.0237 0.202 0.048 0.000 -0.262
S -4.1473 -0.8830 6.4408 -0.112 -0.111 0.137 0.834
O -3.6210 0.2552 5.6260 0.098 -0.167 0.171 -0.575
C -4.6079 -0.2245 8.0509 0.061 0.184 0.061 -0.264
H -2.2544 -2.3008 6.1640 -0.111 0.033 -0.025 0.048
H -2.0145 -1.1616 7.5119 -0.112 0.073 0.010 0.050
H -3.0639 -2.5962 7.7204 -0.058 0.034 -0.039 0.054
H -3.7722 0.3382 8.4733 -0.133 -0.137 -0.153 0.004
H -4.8832 -1.0458 8.7143 -0.011 -0.045 -0.096 0.057
H -5.4646 0.4366 7.9204 0.002 -0.095 -0.128 0.053
C 8.6038 -7.1374 -1.4505 0.123 0.019 0.051 -0.268
S 7.1970 -6.1736 -2.0336 -0.055 -0.031 0.026 0.825
O 7.7356 -5.0505 -2.8518 0.090 -0.050 0.120 -0.567
C 6.7481 -5.4976 -0.4241 0.049 0.064 0.119 -0.266
H 9.0670 -7.6214 -2.3094 -0.098 0.055 -0.022 0.050
H 9.3298 -6.4816 -0.9678 -0.066 0.052 -0.031 0.058
H 8.2585 -7.8984 -0.7495 -0.049 0.026 -0.041 0.054
H 7.5899 -4.9437 -0.0061 0.010 0.004 -0.093 0.056
H 6.4622 -6.3108 0.2445 -0.004 -0.028 -0.074 0.054
H 5.9015 -4.8244 -0.5585 0.052 -0.029 -0.109 0.035
C -2.2772 -9.6897 -3.4990 -0.069 -0.056 -0.113 -0.275
S -1.8002 -9.6824 -1.7598 -0.058 -0.011 0.118 0.796
O -1.2501 -11.0308 -1.4425 -0.131 0.123 -0.119 -0.565
C -3.4780 -9.6140 -1.1052 -0.157 -0.023 -0.086 -0.270
H -1.3732 -9.7672 -4.1021 0.016 0.001 0.108 0.047
H -2.9245 -10.5437 -3.7039 0.027 -0.005 0.078 0.056
H -2.7936 -8.7592 -3.7389 0.025 0.001 0.067 0.045
H -4.0500 -10.4731 -1.4599 0.126 -0.047 -0.028 0.056
H -3.9560 -8.6857 -1.4222 0.113 0.064 0.086 0.033
H -3.4252 -9.6382 -0.0176 0.112 0.040 -0.063 0.053
C -0.7722 3.3579 9.1398 -0.069 0.091 -0.047 -0.264
S -0.9658 1.7413 9.9112 0.093 0.066 0.012 0.835
O -2.2420 1.1570 9.4044 0.260 0.208 0.215 -0.569
C -1.2802 2.3590 11.5747 -0.103 0.048 0.062 -0.268
H -0.6033 3.2107 8.0737 -0.015 -0.096 0.060 0.052
H -1.6764 3.9504 9.2856 -0.015 -0.084 0.027 0.060
H 0.0876 3.8685 9.5752 -0.001 -0.073 0.015 0.054
H -2.1525 3.0138 11.5688 0.010 -0.035 -0.078 0.059
H -0.4042 2.9014 11.9324 0.013 -0.043 -0.055 0.054
H -1.4697 1.5075 12.2273 0.032 -0.021 -0.107 0.050